Entry 1:
C4H8N4O as an isolated structure. Source: the Open Molecules 2025 dataset; level of theory: ωB97M-V/def2-TZVPD.

Output
* HOMO level: -8.5 eV
* HOMO-LUMO gap: 8.15 eV
* total charge: 0
* energy above the lowest of the compared OMol25 structures with the same formula, charge and spin: 181.9 kcal per mole

Atoms and positions in Å:
C (-2.504, 1.268, 1.365)
C (-1.627, 0.574, -0.774)
C (0.572, -0.477, -1.421)
C (2.397, -1.180, -0.108)
H (-1.544, 0.260, 1.983)
H (-3.597, 1.540, 1.792)
H (-1.673, 2.412, 1.334)
H (-1.925, 0.779, -1.920)
H (-0.345, -1.142, 1.065)
H (0.722, 0.313, 1.218)
H (0.011, -0.560, -2.459)
H (2.946, -2.073, -0.114)
N (-2.527, 0.989, -0.018)
N (-0.226, 0.200, -0.454)
N (-0.221, -0.027, 1.002)
N (1.662, -1.021, -1.136)
O (2.696, -0.453, 0.871)

Entry 2:
C4H7NO as an isolated structure. Source: the Open Molecules 2025 dataset; level of theory: ωB97M-V/def2-TZVPD.

Output
* HOMO level: -9.8 eV
* HOMO-LUMO gap: 10.14 eV
* total charge: 0
* energy above the lowest of the compared OMol25 structures with the same formula, charge and spin: 90.7 kcal per mole

Atoms and positions in Å:
C (0.992, -0.882, 0.513)
C (0.449, -0.495, -0.817)
C (-1.020, -0.394, -0.854)
N (-0.313, 0.834, -0.681)
C (-0.310, 1.444, 0.594)
O (-1.393, 1.711, 1.072)
H (0.423, 0.161, 1.253)
H (2.092, -1.024, 0.519)
H (0.473, -1.649, 1.070)
H (1.082, -0.465, -1.705)
H (-1.564, -0.492, -1.783)
H (-1.520, -0.787, 0.030)
H (0.608, 2.037, 0.789)

Entry 3:
A 2-piece molecular cluster, C5H7ClO2 overall. Source: the Open Molecules 2025 dataset; level of theory: ωB97M-V/def2-TZVPD.

Output
* HOMO level: -8.8 eV
* HOMO-LUMO gap: 9.30 eV
* total charge: 0
* energy above the lowest of the compared OMol25 structures with the same formula, charge and spin: 0.0 kcal per mole

Atoms and positions in Å:
C (-3.239, 1.063, -0.342)
C (-0.270, -0.672, 1.005)
C (0.728, -0.273, 0.175)
C (1.078, -1.006, -1.074)
C (1.425, 0.973, 0.629)
O (-3.167, 1.092, 0.805)
O (-3.023, 0.949, -1.469)
Cl (-1.162, -2.107, 0.645)
H (-0.678, -0.207, 1.860)
H (0.818, -2.100, -0.976)
H (2.163, -0.890, -1.344)
H (0.597, -0.607, -1.965)
H (1.904, 0.767, 1.582)
H (0.704, 1.883, 0.637)
H (2.124, 1.133, -0.169)